1.
11 unconnected molecules or ions with the total composition C40H111N9O11, computed with the ωB97M-V functional and the def2-TZVPD basis.

XYZ file:
```
171
Properties=species:S:1:pos:R:3:mulliken_charge:R:1
H -4.504 -2.692 3.063 0.016
C -0.689 4.689 3.023 -1.604
N 2.867 -2.913 4.835 -0.445
O -4.027 -4.285 4.418 -0.383
H -0.631 1.116 4.852 0.594
H 3.502 -2.079 0.511 -0.072
H -6.100 -4.345 4.900 0.303
C -0.147 0.426 4.166 -1.508
H 0.865 2.214 -4.604 -0.011
C 2.067 -5.327 4.836 -1.048
H 2.038 -5.254 5.931 0.478
H 5.357 -0.341 -5.772 0.262
H -2.266 -4.763 2.507 0.423
O -3.901 -1.751 -4.186 -0.401
C 2.238 5.899 -1.392 -0.641
H 1.748 -1.303 3.625 -0.626
H 3.247 -0.489 -4.573 0.102
H 2.804 0.741 -3.400 0.038
C 4.816 1.019 -4.314 1.053
H -0.666 2.652 2.309 -0.423
H -4.095 1.804 4.417 0.360
H 4.115 -3.811 0.768 0.338
H -4.784 2.206 2.104 0.391
H -5.217 -0.260 -3.610 0.255
C -6.320 0.375 -6.073 -1.451
C 0.316 0.398 -0.459 0.934
N -4.841 -1.410 -6.823 -0.734
N -3.093 -3.657 0.919 -0.625
H -5.033 -1.282 1.605 0.099
H 2.466 -4.800 -0.647 0.163
H 4.792 4.473 -3.177 0.327
N 3.022 3.550 -1.466 0.214
H -3.420 2.954 -5.017 0.029
H -5.123 4.339 -3.663 0.296
H 4.035 5.180 -0.667 0.305
H 0.968 -3.623 4.435 -0.280
H 2.443 -2.375 -3.693 0.000
H -1.616 -2.843 3.845 0.449
H 0.572 3.108 0.518 -0.011
H 4.866 2.116 -4.301 -0.146
H 6.443 0.877 -5.541 0.250
H -4.172 4.070 -2.462 0.281
C 0.103 2.260 -3.828 -0.134
C 4.086 -2.925 0.134 -0.446
C 3.298 7.532 -0.104 -0.741
H 1.636 -6.168 -2.169 0.319
C -4.111 0.400 1.117 2.697
H -4.432 -2.071 -2.223 0.333
C 3.428 4.955 -1.560 0.870
H -3.283 0.303 3.868 0.088
O 3.285 -5.941 4.472 -0.286
C -3.877 1.144 -0.181 -1.514
H 6.278 0.595 -0.521 0.391
H 2.134 -2.940 2.238 0.086
H -0.257 -0.905 1.179 -0.919
H -5.533 -0.807 0.191 0.331
C -3.546 -1.883 -2.844 -0.542
O 1.224 1.160 0.319 0.000
H 3.736 1.003 7.112 0.372
H -5.948 -1.693 -4.215 0.260
H -4.116 -2.035 -6.482 0.289
C 5.210 0.754 -0.660 -0.736
H 4.491 -0.054 -0.512 0.152
H 3.077 6.794 0.681 0.266
N 1.972 -0.377 3.283 0.166
H -2.711 5.649 -3.750 0.327
H 1.514 1.598 3.341 0.097
N -4.494 3.612 -3.324 -0.610
H 2.773 3.376 -0.497 -0.186
H -0.122 -0.591 4.574 0.515
H -2.369 2.242 -2.774 0.062
H 1.379 -4.542 2.225 0.277
H -5.698 -1.942 -6.929 0.293
H 3.821 -2.960 4.464 0.244
H 1.316 -3.457 -4.510 0.460
C 2.129 -3.913 2.716 -1.244
C -5.065 1.144 2.058 -1.037
H 5.108 -2.536 0.084 0.396
H 1.558 5.625 -0.568 0.382
H -0.117 1.241 -3.491 0.209
C 2.572 -3.940 -1.335 0.499
H 2.320 -7.809 4.450 0.332
C -4.091 -3.709 3.124 -0.468
H 0.689 0.281 -1.483 -0.384
C 5.530 0.594 -3.029 -0.830
H -2.367 -1.728 2.686 -0.205
H -6.341 0.747 -7.092 0.393
C -5.097 -1.018 -4.401 -0.461
C 2.086 0.938 5.319 -1.119
H 3.040 -4.477 2.488 0.739
H 1.166 -5.837 4.473 0.477
H -1.590 4.547 3.618 0.367
O -5.271 0.490 3.271 -0.348
H -6.350 1.264 -5.434 0.318
H 2.111 -0.036 5.835 0.335
H 2.889 1.148 -5.107 0.253
O 0.468 3.882 1.089 -0.313
C -2.945 5.054 -4.635 -1.489
C 3.275 -7.323 4.689 -0.820
C -2.072 3.081 -3.423 -0.116
H -0.886 -2.723 2.314 -0.228
N 5.457 0.647 -5.566 -0.725
H -3.897 -4.198 0.614 0.303
O 3.426 1.310 5.042 -0.319
H 3.132 -3.213 5.777 0.326
H 3.992 -7.846 4.053 0.277
H 4.702 2.309 6.297 0.239
H -1.609 3.805 1.342 0.063
H -6.000 1.173 1.482 0.368
C 0.077 -0.963 0.140 0.773
H -3.840 5.477 -5.096 0.457
H -3.054 0.740 -0.760 -0.323
H 0.455 -5.103 -2.494 0.255
C -5.026 -0.395 -5.775 0.596
H 5.429 -0.490 -2.897 0.262
N 1.338 -5.470 -2.845 -0.764
C 1.707 -3.164 -3.534 -1.014
H 3.050 8.496 0.345 0.283
C 4.116 5.273 -2.874 -1.456
O 4.986 1.320 -1.947 -0.418
H -0.591 0.986 -0.532 -0.237
O 2.576 7.265 -1.265 -0.443
H 0.546 2.901 -3.054 0.292
N -4.670 -0.908 0.722 -0.373
H -3.415 -2.696 0.752 0.067
C 2.288 -4.352 -2.775 0.313
H -3.550 2.183 -0.019 0.282
H 4.861 1.562 -0.011 0.231
H -5.126 -2.912 5.476 0.217
H 0.908 -1.655 0.040 -0.444
C -3.277 3.627 -4.168 0.432
H 0.878 -2.701 -2.985 0.141
H 1.551 5.732 -2.232 0.250
H 3.354 5.356 -3.654 0.301
H 1.602 1.617 6.038 0.472
H 3.525 -7.587 5.725 0.280
H 5.026 0.583 6.041 0.264
C 3.369 0.567 -4.315 -0.687
H 0.161 4.566 3.702 0.346
H -0.559 5.684 2.596 0.385
H -3.140 0.290 1.615 -1.311
H -0.827 -1.379 -0.326 0.491
C -5.124 -3.986 5.239 -0.675
H -4.801 1.211 -0.761 0.457
C 1.336 0.753 4.015 1.108
H -4.854 -4.335 2.620 0.444
C -2.793 -3.824 2.336 0.499
H -7.143 -0.272 -5.764 0.401
C -4.226 0.738 4.204 -0.545
O 3.837 -3.347 -1.184 -0.391
H -2.845 -2.714 -2.775 0.321
H -4.560 0.280 5.135 0.303
H 3.798 2.934 -1.700 -0.106
H 3.251 -4.547 -3.256 0.284
H 4.388 7.509 -0.222 0.273
H -4.186 0.303 -5.781 0.078
O -1.073 2.814 -4.361 -0.521
H 4.599 6.246 -2.821 0.368
C -0.669 3.672 1.899 1.055
H -2.114 5.049 -5.336 0.350
H 2.966 -0.286 3.477 0.313
H -1.672 3.857 -2.740 0.218
C 4.238 1.330 6.201 -0.831
H -0.554 0.327 3.162 -0.256
H 6.575 0.927 -3.116 0.275
H -4.923 -4.453 6.207 0.272
H 1.788 0.620 0.888 -0.126
C 2.006 -3.934 4.224 0.760
H 1.780 -3.261 -0.977 -0.426
H -3.050 -1.030 -2.356 0.034
C -1.869 -2.692 2.789 -0.357
```

## Properties
energy relative to the best compared isomer or geometry (same formula, charge and spin)	2.410	eV
structure (SMILES)	COC[C@H](C)N.COC[C@H](C)N.COC[C@H](C)N.COC[C@H](C)N.COC[C@H](C)N.COC[C@H](C)N.COC[C@H](C)N.COC[C@H](C)N.COC[C@H](C)N.CCO.CCO



2.
11 unconnected molecules or ions with the total composition C40H111N9O13, computed with the ωB97M-V functional and the def2-TZVPD basis.

XYZ file:
```
173
Properties=species:S:1:pos:R:3:mulliken_charge:R:1
C -4.189 0.424 1.180 -0.474
C 2.691 1.099 7.244 -0.963
N 1.941 1.906 0.522 1.392
C -4.528 3.952 -0.098 0.035
H -0.118 4.104 3.626 0.414
H 2.425 4.906 0.663 0.368
H 0.870 -6.263 -1.747 0.432
C -0.607 1.804 5.636 1.640
H 0.676 -1.481 -2.963 -0.458
C -4.609 -3.318 -2.531 0.996
H -6.414 3.277 -0.995 0.446
H 4.144 0.318 2.142 -0.122
H 0.645 0.392 2.177 -1.022
C -0.940 3.955 2.927 -0.583
H -5.894 -4.566 -3.624 0.234
C -1.963 1.622 -3.227 1.138
H 4.073 0.138 -0.124 -0.435
O 1.642 -2.614 4.932 0.221
H 2.844 1.880 -1.967 -0.253
H -1.616 -1.175 1.300 0.297
N 2.390 -0.157 3.236 1.122
H 2.342 4.798 2.407 0.350
H -4.737 -3.574 -1.479 0.290
H 0.542 2.478 7.385 0.468
H -5.057 0.422 -5.393 0.106
O 4.521 -1.735 0.737 -0.535
N 0.494 -2.086 -3.751 0.169
H -2.957 3.533 -1.124 0.072
H -0.195 0.982 7.535 0.364
C 1.054 -2.426 -6.049 -0.768
C 0.847 -5.187 -1.919 -0.175
O 0.710 -5.261 0.462 -0.486
C 2.712 -1.704 -7.817 -0.708
H -1.519 -4.477 3.099 0.409
H -3.849 -0.391 0.541 0.029
O -3.173 1.438 -5.429 -0.318
H 3.601 -2.081 -5.215 0.289
C -0.843 2.657 -3.134 -1.166
O -6.563 -2.073 -2.625 -0.407
N -0.951 0.560 4.932 -0.584
C 0.377 1.565 6.813 -1.132
C -3.206 1.978 -4.153 -1.316
H 0.991 -4.331 3.787 0.598
C 4.406 3.417 -2.038 1.126
H 1.948 -3.859 6.574 0.283
H -0.147 2.520 4.956 -0.455
H 5.585 -0.878 3.296 0.605
H 7.275 1.982 0.437 0.383
H 3.349 -1.520 -3.565 0.089
C 0.150 -4.609 -0.595 0.422
C -3.125 -3.055 -2.708 -1.524
H -1.879 4.465 3.140 0.401
H -5.108 -1.839 -3.992 0.174
H 5.787 4.778 -2.791 0.319
H -0.076 0.266 4.521 0.001
H -0.172 2.366 -2.325 -0.114
C 0.684 -3.352 4.153 0.586
H 4.595 -1.462 4.575 0.233
H 3.661 -1.328 -1.054 0.078
H -2.676 4.315 0.158 0.277
H -2.070 3.295 6.291 0.397
H -2.696 -2.764 -1.749 -0.036
C -4.612 2.833 0.833 -0.713
C -7.381 -1.107 -3.255 -0.644
C 2.438 4.205 1.497 -1.815
H 2.898 -4.173 4.982 0.383
H 2.448 3.345 -3.008 0.221
H 0.210 -3.838 -3.075 0.289
N 4.919 4.340 -3.065 -0.736
C -1.973 2.226 6.100 -1.777
C 4.391 -0.871 -0.387 0.350
H -1.185 0.420 -4.468 0.388
H -0.939 -4.608 -0.623 0.165
O -0.279 0.135 2.130 1.847
H 2.673 -1.233 -8.800 0.268
C -0.707 -3.513 4.802 0.231
C 5.565 2.644 -1.450 -1.096
H -1.276 3.601 -2.804 0.547
H -4.374 0.551 -6.940 0.263
H -2.244 1.577 6.932 0.411
H 1.157 -3.510 -6.094 0.266
H -0.119 -1.843 1.425 -0.715
H 3.487 3.934 1.619 0.476
H 2.603 0.214 4.152 -0.159
H 6.803 0.609 -0.539 0.483
H 0.362 -6.149 0.573 0.321
C -5.410 3.579 -1.293 -1.146
O 1.490 -1.725 -7.202 -0.375
H -8.418 -1.424 -3.152 0.269
H 0.507 -2.668 3.323 -1.116
H 0.443 -3.567 -0.463 -0.513
H -4.955 2.667 -1.679 -0.089
H -0.292 -2.454 6.460 0.424
H 3.519 0.488 6.886 0.232
H -0.022 -2.262 -6.110 0.340
O 1.612 1.124 6.274 -0.142
C 2.444 -3.473 5.682 -1.126
O 5.429 1.989 -0.177 -0.036
H -0.771 -1.277 -0.916 -0.615
N -3.285 4.360 -0.646 -0.639
H -5.594 2.508 1.177 0.539
C -0.380 -0.508 -0.250 1.714
H 2.383 0.490 8.095 0.391
N -1.054 -2.533 5.802 -0.670
H 2.414 2.178 -0.328 -0.812
C -1.776 -3.658 3.770 -0.982
H 3.031 2.069 7.607 0.319
H -7.222 -0.897 -4.313 0.259
H -0.479 -4.507 5.186 0.290
H -3.401 3.037 -4.327 0.540
H -1.188 2.895 2.988 0.091
C -4.419 1.077 -5.986 -0.625
N -4.934 -4.491 -3.321 -0.711
H -1.735 -2.840 3.050 -0.165
C 3.435 -1.640 1.663 0.105
H 3.339 -2.545 2.262 0.355
H 2.471 1.172 0.969 -1.010
H 5.294 3.678 -3.731 0.308
H 4.031 3.984 -1.186 -0.157
O 0.975 -0.560 -0.667 0.964
C 3.641 -0.488 2.677 0.717
O 0.135 -4.795 -3.073 -0.493
H -4.857 -1.042 -2.493 0.159
H 6.403 0.752 1.246 0.074
H -2.857 2.105 5.473 0.376
H 4.876 0.265 4.402 0.380
H -4.918 4.843 0.393 0.564
H 3.571 2.089 -3.506 0.572
H -2.777 -3.772 4.185 0.392
H 3.162 -3.180 -3.896 0.265
H -0.181 2.883 -3.969 0.474
H 3.530 -1.333 -7.199 0.278
H 3.133 -2.796 6.187 0.227
H -4.237 -4.616 -4.042 0.184
O -0.541 4.457 1.576 -0.553
H -2.851 -2.187 -3.307 0.074
C 2.974 -2.198 -4.331 -0.993
C -5.243 -1.968 -2.918 -0.416
H -2.330 -0.210 -3.681 -0.160
C 3.207 2.651 -2.646 -0.782
H 2.091 -1.090 3.480 -1.038
C 0.065 3.584 0.698 -0.031
H -4.019 3.111 1.705 0.140
H 3.017 -2.726 -8.039 0.323
H 6.414 3.288 -1.221 0.428
H -2.605 -3.978 -2.966 0.718
H -0.655 2.857 0.323 -0.255
H -0.771 0.507 -0.314 -1.251
H -3.975 1.518 -3.532 0.473
H 5.977 1.918 -2.151 0.367
C 4.673 -0.652 3.849 -2.039
H 1.831 -4.720 -1.951 0.103
H -2.344 1.477 -2.216 -0.611
O -4.082 1.625 0.303 0.176
C 6.481 1.252 0.280 -0.943
H 1.521 -0.727 -4.956 0.306
H 5.372 -0.914 -0.859 0.255
H -4.910 2.050 -5.972 0.380
C 1.384 3.047 1.325 1.406
H -5.537 4.450 -1.936 0.376
N -1.464 0.281 -3.507 0.061
H 1.123 2.586 2.277 -0.780
H -7.094 -0.231 -2.672 0.238
H 0.315 4.054 -0.254 0.352
H 2.544 -1.662 1.036 0.007
H -0.349 -1.688 -4.140 -0.160
C -0.572 -0.870 1.233 -0.155
H 1.226 0.317 -0.370 -0.331
H -5.219 0.139 1.394 0.425
H -1.144 -1.586 5.463 0.222
H -3.530 0.373 2.047 0.022
H -1.554 0.669 4.129 0.050
C 1.509 -1.797 -4.749 0.744
```

## Properties
energy relative to the best compared isomer or geometry (same formula, charge and spin)	9.177	eV
structure (SMILES)	COC[C@H](C)N.COC[C@H](C)N.COC[C@H](C)N.COC[C@H](C)N.COC[C@H](C)N.COC[C@H](C)N.COC[C@H](C)N.COC[C@H](C)N.COC[C@H](C)N.OCCO.OCCO



Largest force on an atom, record by record: 0.0441; 0.0809 Eh/bohr